Record 1
Formula: C3HF2I
Source: OMol25
Level of theory: wB97M-V/def2-TZVPD

Structure (XYZ):
```
7
Properties=species:S:1:pos:R:3
C -0.73730 -1.02992 0.44730
C 1.40778 0.79484 -0.32663
C -0.18915 0.55826 -0.10469
F -1.08114 1.09585 -0.92653
F -0.01947 1.35676 1.05732
I 1.61573 -1.19100 0.24543
H -0.99645 -1.58480 -0.39221
```

Orbital gap   7.1 eV
LUMO   -1.75 eV
Total charge   0
2S+1   1
Energy relative to the best compared isomer or geometry (same formula, charge and spin)   140.2 kcal/mol


Record 2
Formula: C32H35N7O4S
Source: OMol25
Level of theory: wB97M-V/def2-TZVPD

Structure (XYZ):
```
79
Properties=species:S:1:pos:R:3
C 6.60928 3.82026 -3.05867
S 5.71865 5.31767 -3.40886
O 5.74068 5.53505 -4.82269
O 6.20527 6.35638 -2.56452
O 4.21052 5.02818 -2.91538
C 3.63373 3.76861 -3.15929
N 3.67693 3.28847 -4.48494
O 3.09360 3.22453 -2.26556
H 7.54111 4.09714 -2.57200
H 6.02460 3.13586 -2.44564
H 6.83934 3.36061 -4.01862
H 3.43531 4.05563 -5.10892
H 4.60983 2.99305 -4.75129
C 1.41460 -1.21698 -4.19584
C 0.29245 -1.70740 -3.54847
C -0.28635 -0.93506 -2.54970
N 0.18502 0.25518 -2.17847
C 1.26722 0.71717 -2.80846
C 1.91273 0.02025 -3.82053
H 1.89232 -1.78882 -4.98206
H -0.13185 -2.66800 -3.81083
H -1.16996 -1.27793 -2.02248
H 1.62787 1.68664 -2.47996
H 2.78410 0.44348 -4.30224
C -5.63893 -3.05051 -2.34075
C -5.63698 -1.68012 -2.54574
C -4.51893 -0.95887 -2.15602
N -3.44643 -1.50737 -1.58821
C -3.46274 -2.82800 -1.39556
C -4.52877 -3.63883 -1.75520
H -6.49181 -3.65016 -2.63309
H -6.48034 -1.17697 -2.99791
H -4.47249 0.11341 -2.30529
H -2.57839 -3.25257 -0.93229
H -4.48510 -4.70481 -1.57756
C 1.17671 -5.73448 1.28275
C 1.33179 -4.86422 0.21604
C 0.19633 -4.44083 -0.45812
N -1.03774 -4.82684 -0.13825
C -1.16882 -5.66386 0.88948
C -0.10008 -6.14492 1.63011
H 2.03598 -6.08802 1.83902
H 2.30966 -4.51755 -0.08844
H 0.27435 -3.75535 -1.29591
H -2.18461 -5.96179 1.12711
H -0.26325 -6.82253 2.45701
C -4.08135 4.72229 0.07147
C -5.28642 5.01701 -0.54719
C -5.94689 4.00223 -1.22367
N -5.48696 2.75639 -1.31586
C -4.32757 2.49054 -0.71661
C -3.58985 3.43055 -0.01345
H -3.53538 5.48136 0.61322
H -5.70810 6.01216 -0.50673
H -6.89361 4.19241 -1.71841
H -3.97339 1.47006 -0.80444
H -2.65448 3.15468 0.45383
C -0.26153 4.03353 4.34456
C -0.11251 4.90949 3.28180
C -1.25299 5.34709 2.62598
N -2.48639 4.97131 2.95781
C -2.61243 4.12803 3.97954
C -1.53821 3.63294 4.70341
H 0.60323 3.66818 4.88325
H 0.86464 5.24679 2.96505
H -1.17775 6.03391 1.78890
H -3.62738 3.83564 4.22570
H -1.70126 2.95016 5.52575
C 3.94117 -4.05577 6.18329
C 2.73682 -3.76548 5.56350
C 2.08342 -4.78088 4.88234
N 2.54942 -6.02537 4.78621
C 3.70853 -6.28662 5.38674
C 4.43991 -5.34496 6.09477
H 4.48148 -3.29064 6.72564
H 2.30962 -2.77309 5.60501
H 1.13765 -4.59445 4.38465
H 4.06676 -7.30610 5.29310
H 5.37533 -5.61814 6.56314
```

Orbital gap   9.3 eV
LUMO   0.20 eV
Total charge   0
SMILES   CS(=O)(=O)OC(N)=O.c1ccncc1.c1ccncc1.c1ccncc1.c1ccncc1.c1ccncc1.c1ccncc1
2S+1   1
Energy relative to the best compared isomer or geometry (same formula, charge and spin)   3.0 kcal/mol


Record 3
Formula: C4H4N2O2
Source: OMol25
Level of theory: wB97M-V/def2-TZVPD

Structure (XYZ):
```
12
Properties=species:S:1:pos:R:3
C -0.44576 1.18655 0.69355
C -0.56599 -0.71445 0.18301
C -0.09457 -1.57305 -0.89070
C 0.42531 0.41441 -0.28089
H -2.40295 0.34816 0.95333
H -0.31734 -1.19478 1.18938
H -0.61268 -2.41648 -1.40751
H 0.03421 0.76958 -1.24139
N -1.57247 0.34092 0.26669
N 1.18188 -1.39890 -1.22848
O -0.36446 1.94373 1.64663
O 1.62933 -0.19140 -0.52051
```

Orbital gap   10.7 eV
LUMO   0.51 eV
Total charge   0
2S+1   1
Energy relative to the best compared isomer or geometry (same formula, charge and spin)   129.4 kcal/mol


Record 4
Formula: C40H42BF4FeGeI2NOP
Source: OMol25
Level of theory: wB97M-V/def2-TZVPD

Structure (XYZ):
```
94
Properties=species:S:1:pos:R:3
Fe 0.20858 0.57681 0.51118
I 0.38024 3.26218 -3.83046
C -1.01410 3.22203 -2.29592
C -2.18044 4.01990 -2.39324
C -3.13966 4.01071 -1.42303
I -4.84164 5.18048 -1.67868
C -2.97432 3.19859 -0.26648
C -3.83673 3.11993 0.84542
C -3.50538 2.31914 1.90481
C -2.33142 1.55460 1.85384
N -1.53702 1.57502 0.80967
C -1.82383 2.40309 -0.21849
C -0.83106 2.39113 -1.22275
O 0.18935 1.55515 -1.05100
H -2.30566 4.64139 -3.26955
H -4.74618 3.70577 0.85956
H -4.13424 2.25660 2.78080
H -2.04144 0.92309 2.68550
C 4.44610 -2.45663 0.57639
C 3.11853 -2.09817 -0.09766
C 2.07550 -3.12708 0.34695
C 3.27489 -2.21965 -1.61566
P 2.50559 -0.39269 0.43432
C 2.78955 -0.44622 2.24009
C 1.75100 -0.93329 3.03010
C 1.87231 -1.03136 4.40586
C 3.04675 -0.63105 5.02203
C 4.09355 -0.14588 4.25386
C 3.96706 -0.05966 2.87687
C 3.58580 0.93622 -0.34831
C 3.13102 1.13901 -1.80382
C 3.33467 2.23754 0.41932
C 5.09570 0.66583 -0.40590
H 4.73584 -3.44997 0.22140
H 4.34544 -2.50686 1.66001
H 5.25483 -1.77329 0.33621
H 2.46549 -4.12601 0.13420
H 1.14231 -3.01005 -0.20682
H 1.87818 -3.07194 1.41753
H 3.43782 -3.27298 -1.85988
H 4.13426 -1.66383 -1.98655
H 2.38955 -1.89461 -2.15042
H 0.81534 -1.22885 2.57124
H 1.04050 -1.39156 4.99664
H 3.13931 -0.67832 6.09908
H 5.01000 0.17995 4.72776
H 4.79752 0.32571 2.30861
H 2.10377 1.47963 -1.87554
H 3.25357 0.24494 -2.40949
H 3.76329 1.91804 -2.23920
H 2.27475 2.46462 0.54518
H 3.76446 3.05800 -0.16204
H 3.77964 2.23990 1.41114
H 5.34223 -0.13772 -1.09811
H 5.55313 0.44179 0.55329
H 5.57130 1.57421 -0.78549
F 0.35091 1.79854 4.60260
B 0.87067 2.33048 3.44061
F 0.51040 1.31371 2.36599
F 2.24044 2.43861 3.46347
F 0.23774 3.49072 3.04252
C -1.15313 -2.77547 1.45308
Ge -1.30618 -1.37399 0.09883
C -0.85679 -2.05686 -1.68734
C -1.39958 -3.28791 -2.06031
C -1.19514 -3.80393 -3.33242
C -0.45720 -3.08512 -4.26163
C 0.07104 -1.85170 -3.91231
C -0.12202 -1.34640 -2.63273
C -3.21636 -0.92870 0.06608
C -4.01164 -1.46921 1.04371
C -5.38415 -1.14357 1.15584
C -5.94282 -0.25447 0.29270
C -5.17179 0.32850 -0.74490
C -5.75245 1.25394 -1.64747
C -5.01696 1.80242 -2.65553
C -3.66181 1.44192 -2.81179
C -3.07584 0.56237 -1.94678
C -3.80476 -0.01795 -0.87635
H -1.75121 -3.61753 1.09761
H -1.54744 -2.45228 2.41651
H -0.12891 -3.10490 1.59450
H -1.99927 -3.85652 -1.35687
H -1.62194 -4.76204 -3.60113
H -0.30582 -3.48100 -5.25774
H 0.63763 -1.27769 -4.63586
H 0.28692 -0.37020 -2.39289
H -3.59525 -2.15554 1.77119
H -5.97862 -1.59649 1.93906
H -6.98812 0.01841 0.38039
H -6.79594 1.51781 -1.52047
H -5.46711 2.51397 -3.33600
H -3.07833 1.87415 -3.61537
H -2.03479 0.31063 -2.08320
```

Orbital gap (spin up / spin down)   6.5 / 7.7 eV
LUMO (spin up / spin down)   -1.61 / -0.39 eV
Total charge   0
2S+1   2


Record 5
Formula: C24H18FN5O2
Source: OMol25
Level of theory: wB97M-V/def2-TZVPD

Structure (XYZ):
```
50
Properties=species:S:1:pos:R:3
C -2.56475 -2.97946 -8.12887
O -2.90310 -1.70228 -7.55735
C -2.21551 -1.27545 -6.44118
C -0.86473 -1.54424 -6.20813
N -0.23326 -1.07051 -5.10327
C -0.88331 -0.30215 -4.21511
C -0.10000 0.20124 -3.05422
C 1.25408 -0.12092 -2.84765
C 1.97414 0.28961 -1.68644
C 1.26392 0.98081 -0.69587
C -0.09421 1.28117 -0.83869
C -0.80957 1.89997 0.31813
N -0.95999 0.90934 1.37273
N -0.12037 0.87804 2.46558
C -0.01201 -0.20895 3.21179
N 0.89757 -0.24611 4.28232
C 1.19548 -1.36246 5.05950
C 2.08101 -1.00075 6.03856
C 2.33827 0.41197 5.90448
C 3.09804 1.26879 6.65106
C 3.12588 2.64284 6.36008
C 2.36131 3.13836 5.28828
F 2.28372 4.46943 5.02976
C 1.65845 2.21046 4.50350
C 1.60289 0.85567 4.83582
C -0.85794 -1.39209 2.90508
C -1.77827 -1.35923 1.86151
C -1.84078 -0.13991 1.07463
O -2.61856 -0.11084 0.13032
C -0.78326 0.91456 -2.00310
N -2.16934 0.00008 -4.39273
C -2.82703 -0.48703 -5.48854
H -3.39017 -3.35261 -8.72951
H -2.25362 -3.73170 -7.37328
H -1.73070 -2.79255 -8.82531
H -0.31886 -2.17807 -6.88773
H 1.80076 -0.73287 -3.58746
H 3.00059 0.09526 -1.55766
H 1.73421 1.31597 0.20286
H -0.27423 2.78737 0.66010
H -1.80499 2.25036 -0.00863
H 0.75364 -2.34436 5.01990
H 2.43779 -1.62690 6.85421
H 3.65679 0.92168 7.52039
H 3.62932 3.33771 6.99787
H 1.10950 2.59179 3.68459
H -0.75578 -2.29607 3.49513
H -2.38504 -2.18313 1.57091
H -1.83113 1.10984 -2.06970
H -3.87684 -0.22170 -5.59868
```

Orbital gap   7.9 eV
LUMO   -0.14 eV
Total charge   0
SMILES   COc1cnc(-c2cccc(Cn3nc(-n4ccc5ccc(F)cc54)ccc3=O)c2)nc1
2S+1   1